Entry 1:
The following is a quantum chemistry calculation of a molecular structure, C29H29N3SiV at a distorted geometry, from OMol25.

```
63
Properties=species:S:1:pos:R:3:forces:R:3
C -1.63562 -1.09046 -0.46899 -0.3 -0.3 -1.2
C -1.93345 0.13087 -1.15434 -0.4 -1.3 -1.5
C -0.87067 0.38284 -2.08273 -0.6 -0.8 -0.3
H -2.87693 0.68179 -1.09211 0.6 -0.2 0.1
C 0.10107 -0.65999 -1.94895 -0.7 -0.2 -0.4
C -0.36587 -1.56338 -0.94261 -0.7 0.0 -0.8
H 0.10042 -2.50764 -0.67397 -0.1 0.4 0.1
H -2.31731 -1.62202 0.19234 0.4 0.3 0.1
H -0.85306 1.19099 -2.80761 0.2 0.0 0.3
H 0.99689 -0.79151 -2.55616 -0.3 0.2 0.4
V -0.12049 0.40010 -0.04690 2.5 1.8 1.9
C 1.64186 1.58514 -0.41272 -1.2 -1.9 0.2
H 2.27524 1.17234 -1.20974 -0.1 0.5 0.2
H 2.21506 1.87727 0.48011 -0.3 0.1 -0.5
H 0.96602 2.38352 -0.80492 0.6 -0.5 0.1
Si 2.49040 5.00284 -0.79297 0.2 -0.3 0.4
C 1.23841 6.33830 -0.48159 0.0 0.7 0.4
C -0.04355 6.26325 -1.06630 0.1 0.4 0.4
H -0.28384 5.44868 -1.76063 0.1 0.3 0.2
C -1.01134 7.23150 -0.76545 0.2 -0.3 0.0
H -1.99690 7.17172 -1.23187 0.3 0.0 0.1
C -0.71633 8.27423 0.11868 0.4 -0.2 0.0
H -1.47601 9.01828 0.36263 0.2 -0.2 -0.1
C 0.56333 8.36328 0.68016 -0.1 -0.1 0.0
H 0.80792 9.19507 1.34247 -0.1 -0.2 -0.1
C 1.53463 7.39407 0.39755 -0.5 0.1 -0.3
H 2.53116 7.45125 0.84697 -0.4 0.1 -0.1
C 2.85126 4.93280 -2.60809 0.4 0.0 -0.6
C 2.67282 6.07963 -3.40874 0.0 -0.5 -0.2
H 2.40917 7.03483 -2.94129 0.0 -0.4 -0.2
C 2.83096 6.00204 -4.79848 0.1 -0.1 0.1
H 2.68898 6.89783 -5.40541 0.0 -0.3 0.1
C 3.17701 4.78977 -5.40617 0.0 0.0 0.4
H 3.26999 4.72497 -6.49256 0.0 0.0 0.4
C 3.42217 3.66428 -4.60931 0.0 0.0 0.2
H 3.73680 2.72733 -5.07510 -0.1 0.3 0.1
C 3.27929 3.73397 -3.21628 -0.2 0.4 -0.4
H 3.49740 2.86245 -2.58938 -0.1 0.2 -0.3
H 1.74694 3.82257 -0.35648 0.1 0.2 -0.1
H 3.73015 4.91500 0.07680 -0.5 0.5 -0.3
C 1.19257 -4.07905 3.20107 -0.1 0.4 -0.1
C 1.76536 -3.52188 2.04763 0.0 -0.1 0.1
C 1.38673 -2.26153 1.59586 -0.5 0.3 0.3
C 0.39504 -1.56295 2.31816 0.0 -0.6 0.1
C -0.14921 -2.08575 3.49862 0.0 -0.5 0.2
C 0.24942 -3.34607 3.93514 0.1 0.1 -0.2
N -0.14436 -0.35651 1.81822 -1.8 1.5 2.1
N -1.01405 0.19753 2.67858 1.8 -0.6 -1.8
C -1.60455 1.33229 2.18825 0.0 0.9 -0.8
C -2.46219 2.09551 3.01821 0.4 -0.4 -0.2
C -3.03015 3.25486 2.51928 0.3 -0.3 -0.5
C -2.75332 3.60030 1.17796 -0.1 0.1 -0.1
C -1.95053 2.79441 0.38460 0.3 -0.2 0.6
N -1.32555 1.69016 0.88998 -1.2 0.9 1.2
H 1.48066 -5.08129 3.52492 -0.1 0.4 -0.1
H 2.50409 -4.08792 1.48476 -0.1 0.1 0.1
H 1.79789 -1.82459 0.67679 0.0 -0.2 0.5
H -0.92006 -1.50954 4.02567 0.5 -0.5 -0.2
H -0.19428 -3.75508 4.84304 0.2 0.0 -0.3
H -2.60973 1.73385 4.03433 -0.1 0.2 -0.3
H -3.68381 3.87886 3.13399 0.3 -0.2 -0.2
H -3.18343 4.50123 0.73524 0.1 -0.3 0.2
H -1.77060 3.01774 -0.67465 0.0 0.0 0.5
```
Forces are in eV/Å.

Computed properties:
Net charge: +1
Electronic energy, Ha: -2519.93262
Kohn-Sham gap (alpha / beta), eV: 6.14 / 5.77
2S+1: 3
HOMO energy (alpha / beta), eV: -10.869 / -10.962



Entry 2:
The following is a quantum chemistry calculation of a molecular structure, C56H50ClCrN9O4PS at a distorted geometry, from OMol25.

```
123
Properties=species:S:1:pos:R:3:forces:R:3
Cr -0.10015 0.52092 0.12705 -0.4 1.7 -0.3
C 1.27745 -0.68738 5.05685 0.4 -0.3 0.5
N 0.41555 -0.08408 4.07895 -0.2 0.1 -0.6
C 0.43865 -0.31108 2.74105 -0.1 -0.3 0.1
N -0.49105 0.42512 2.14795 0.3 -0.4 0.3
C -1.09105 1.19302 3.09095 0.5 -0.3 0.6
C -0.54605 0.85692 4.32555 -0.4 0.2 -0.5
C -0.95085 1.25402 5.67185 -0.1 -0.1 0.3
C -2.28845 1.10182 6.03925 0.2 0.0 0.0
C -2.70575 1.45622 7.30765 0.0 0.0 0.0
C -1.79495 1.96202 8.22185 0.0 0.0 0.0
C -0.46685 2.11602 7.86085 0.0 0.0 0.2
C -0.04085 1.76262 6.59305 -0.1 0.1 -0.1
C -1.95625 2.30642 2.72105 -0.4 0.2 -0.2
C -2.19565 3.35372 3.61195 0.0 -0.1 -0.1
C -2.88615 4.47762 3.20205 -0.1 0.1 0.1
C -3.33975 4.58662 1.89785 0.0 0.0 0.0
C -3.09965 3.55822 1.00245 0.0 0.0 0.0
C -2.42815 2.42312 1.41225 0.1 -0.1 0.2
P 1.64785 -1.43678 1.91755 -0.3 0.5 -0.3
C 2.45735 -0.35428 0.66765 0.2 -0.3 -0.1
N 1.84505 0.31062 -0.30635 0.7 -0.3 0.2
C 2.77775 1.01832 -0.99005 0.6 -0.3 0.5
C 4.01955 0.71932 -0.44505 -0.5 0.3 -0.4
N 3.79255 -0.14228 0.59155 -0.7 0.1 -0.1
C 4.77815 -0.70328 1.47015 0.5 -0.3 0.5
C 5.35505 1.12122 -0.87015 0.3 0.0 0.0
C 5.75925 0.88982 -2.18395 0.0 0.0 0.1
C 7.02615 1.26162 -2.59375 0.0 0.0 0.0
C 7.89565 1.86562 -1.69915 0.0 0.0 0.0
C 7.49525 2.10312 -0.39525 0.1 0.0 0.1
C 6.23155 1.72832 0.02475 -0.1 0.0 -0.1
C 2.37945 2.01522 -1.97225 -0.1 0.2 -0.4
C 1.09035 1.97842 -2.50375 0.2 -0.1 0.1
C 0.64225 2.98582 -3.33345 -0.1 0.0 0.0
C 1.47745 4.04512 -3.65075 0.0 0.0 0.0
C 2.76195 4.08432 -3.13485 0.1 0.1 -0.1
C 3.21645 3.08182 -2.30025 -0.2 -0.2 0.0
C 0.47975 -2.12058 0.70265 0.0 -0.1 -0.2
N -0.24795 -1.40968 -0.15485 0.2 -1.9 0.2
C -0.89225 -2.30748 -0.96455 0.4 -0.6 0.4
C -0.53575 -3.58788 -0.57265 -0.3 0.6 -0.3
N 0.32755 -3.44588 0.47185 -0.1 1.0 0.0
C 0.91605 -4.49088 1.25795 0.4 -0.5 0.5
C -0.97705 -4.91338 -0.99765 -0.1 -0.2 0.0
C -0.05545 -5.86378 -1.42305 -0.1 0.2 -0.1
C -0.48325 -7.13598 -1.75185 0.0 -0.2 0.0
C -1.82295 -7.47008 -1.65125 0.0 0.0 0.0
C -2.74235 -6.52138 -1.23335 -0.1 -0.1 0.0
C -2.32585 -5.24678 -0.90495 0.2 0.0 0.0
C -1.78295 -1.91228 -2.03945 -0.4 0.3 -0.2
C -2.26635 -0.60008 -2.10665 0.1 -0.3 0.3
C -3.18125 -0.23528 -3.08065 0.0 0.2 0.0
C -3.59595 -1.15438 -4.03095 -0.1 0.0 0.0
C -3.08055 -2.44118 -4.00805 -0.1 0.1 0.0
C -2.18775 -2.81848 -3.02355 0.1 0.1 0.1
H 1.52575 -1.70568 4.75625 -0.1 0.1 0.0
H 0.77085 -0.70968 6.02145 0.0 0.0 -0.1
H 2.20335 -0.11868 5.15845 0.0 0.0 0.0
H -2.98825 0.70822 5.31935 -0.1 -0.1 -0.1
H -3.74045 1.33082 7.58625 -0.1 0.0 0.0
H -2.12295 2.23982 9.21275 0.0 0.0 0.1
H 0.24085 2.50972 8.57385 0.1 0.1 0.1
H 0.98755 1.91492 6.30405 0.1 0.0 0.0
H -1.80555 3.30882 4.61665 0.0 0.0 0.0
H -3.04815 5.29002 3.89715 0.0 0.0 0.0
H -3.86605 5.47212 1.57565 0.0 0.1 0.0
H -3.42055 3.65152 -0.02485 -0.1 0.0 -0.1
H -2.24675 1.61842 0.70155 -0.1 0.1 0.1
H 5.74615 -0.71288 0.97085 -0.1 0.0 0.0
H 4.49765 -1.72568 1.72715 0.1 0.1 0.0
H 4.85635 -0.11808 2.38925 0.0 0.0 -0.1
H 5.07085 0.41592 -2.86775 -0.1 -0.1 -0.1
H 7.33725 1.07782 -3.61095 0.0 0.0 -0.1
H 8.88455 2.15352 -2.02195 0.1 0.0 0.0
H 8.17035 2.58172 0.29765 0.1 0.1 0.1
H 5.90675 1.93352 1.03455 0.0 0.0 0.1
H 0.43465 1.14642 -2.24715 0.1 0.0 -0.2
H -0.36445 2.95502 -3.72385 -0.1 0.0 -0.1
H 1.12245 4.84022 -4.28825 0.0 0.1 -0.1
H 3.41115 4.91452 -3.36715 0.1 0.1 0.0
H 4.20425 3.14292 -1.87175 0.0 0.1 0.0
H 0.30065 -5.38898 1.19835 0.1 0.1 0.0
H 0.97795 -4.15738 2.29495 0.0 -0.1 -0.1
H 1.92305 -4.72328 0.90495 -0.1 0.0 0.0
H 0.98525 -5.59148 -1.51475 0.1 0.0 0.0
H 0.23165 -7.87288 -2.07905 0.1 -0.1 -0.1
H -2.15065 -8.46738 -1.90105 0.0 -0.1 0.0
H -3.78485 -6.78178 -1.15395 -0.2 0.0 0.0
H -3.02535 -4.49468 -0.57265 -0.1 0.0 0.1
H -1.92995 0.12532 -1.36295 -0.3 -0.1 -0.2
H -3.57735 0.76992 -3.09405 0.0 0.1 0.0
H -4.31455 -0.86988 -4.78565 0.0 0.0 -0.1
H -3.39005 -3.15658 -4.75565 0.0 -0.1 -0.1
H -1.79585 -3.82088 -3.02485 0.1 -0.1 0.0
O 2.17715 3.72222 0.51045 0.6 0.7 -0.7
Cl 1.17615 3.04842 1.22965 1.3 0.6 1.1
O 0.53045 3.87972 2.15885 -0.6 0.8 0.6
O 0.18095 2.55622 0.28765 -1.3 -0.9 -1.3
O 1.73725 1.91602 1.89225 0.6 -0.5 0.7
C -5.94195 -1.41918 -0.03375 -0.1 -0.3 -0.2
N -5.08465 -0.46978 0.64175 -0.8 0.2 0.0
C -5.51235 0.91372 0.62315 -0.1 0.4 0.1
C -3.81515 -0.71848 0.79985 0.2 -0.2 0.2
N -2.69665 -0.91648 0.99895 0.3 -0.2 0.1
H -6.94495 -1.34938 0.38725 0.0 0.0 0.0
H -5.56815 -2.42938 0.11305 0.0 0.0 0.0
H -5.99405 -1.21688 -1.10745 0.0 0.0 0.0
H -6.52005 0.97692 1.03215 0.0 0.0 0.0
H -5.51795 1.31212 -0.39735 0.0 0.0 0.0
H -4.84595 1.52022 1.23465 -0.1 -0.1 0.0
S 1.51305 -1.52008 -3.11925 0.3 -0.3 0.3
C 1.02085 -0.71038 -4.48435 -0.2 -0.1 0.1
N -0.26045 -0.23498 -4.54005 0.3 0.0 -0.2
C -0.75955 0.46912 -5.57555 0.0 0.2 -0.4
C 0.01365 0.74812 -6.65805 0.0 0.0 0.1
C 1.34055 0.25922 -6.67545 -0.1 0.0 0.2
C 1.82765 -0.45368 -5.62205 0.0 0.1 -0.2
H -0.84445 -0.42978 -3.73155 0.1 0.0 -0.2
H -1.79165 0.77332 -5.48735 0.0 0.0 0.0
H -0.37565 1.31442 -7.48635 -0.1 0.0 0.0
H 1.96045 0.44852 -7.53835 0.1 0.0 -0.1
H 2.83275 -0.84328 -5.61715 0.1 0.0 0.0
```
Forces are in eV/Å.

Computed properties:
Energy above the lowest of the compared OMol25 structures with the same formula, charge and spin, kcal/mol: 43.10
Net charge: +1
Electronic energy, Ha: -5201.61782
Kohn-Sham gap (alpha / beta), eV: 7.72 / 7.38
2S+1: 5
HOMO energy (alpha / beta), eV: -9.512 / -9.513



Which value of net charge does entry 2 give?
+1